ORCA calculation (ωB97M-V with the def2-TZVPD basis set) on 2 unconnected molecules or ions with the total composition HI2PS2.

Computed properties:
Gap between HOMO and LUMO (spin up / spin down) = 2.43 / 2.51 eV
Total charge = 0
LUMO energy (spin up / spin down) = -4.15 / -4.14 eV
HOMO (spin up / spin down) = -0.2417 / -0.2444 Ha

```
6
Properties=species:S:1:pos:R:3:mulliken_charge:R:1
P 0.70767 2.29056 0.11444 0.39
S -0.21335 0.34616 -0.10222 -0.17
S 2.65157 1.73264 -0.02063 0.01
I 4.26365 -3.10834 -0.01816 -0.62
I 3.75680 3.76863 0.05330 0.17
H 0.78611 -0.27890 -0.68848 0.22
```

***

ORCA calculation (ωB97M-V with the def2-TZVPD basis set) on a gas-phase ion, C5H6N (charge +1).

Computed properties:
Gap between HOMO and LUMO (spin up / spin down) = 7.43 / 7.44 eV
Total charge = +1
LUMO energy (spin up / spin down) = -7.40 / -7.40 eV
HOMO (spin up / spin down) = -0.5450 / -0.5453 Ha

```
12
Properties=species:S:1:pos:R:3:mulliken_charge:R:1
C -0.37196 -0.23434 -2.28897 -0.42
C -0.45989 0.51826 -3.25371 -0.19
C 0.23647 -0.45993 -1.05720 0.37
C -1.14304 0.78656 0.41349 -0.02
C 0.69077 -0.45332 1.35907 -0.79
N -0.13622 0.02230 0.20708 0.13
H 1.17535 -1.07923 -1.18051 0.35
H -1.60250 1.17907 -0.51016 0.29
H -1.45906 1.18048 1.40807 0.25
H 1.13346 -1.46546 1.13710 0.31
H 0.35650 -0.15991 2.46678 0.28
H 1.58013 0.16551 1.29895 0.43
```

***

ORCA calculation (ωB97M-V with the def2-TZVPD basis set) on 11 unconnected molecules or ions with the total composition H22O11.

Computed properties:
Gap between HOMO and LUMO = 9.37 eV
Total charge = 0
LUMO energy = -0.22 eV
HOMO = -0.3526 Ha

```
33
Properties=species:S:1:pos:R:3:mulliken_charge:R:1
O -1.77275 -0.42168 2.81320 -0.61
H -2.13618 0.26322 3.38308 0.27
H -1.29690 -1.01064 3.40815 0.28
O 2.17665 1.17798 -2.55293 -0.61
H 2.23725 1.82125 -3.26454 0.29
H 1.23759 0.97578 -2.48064 0.26
O 0.62992 -2.03162 -2.68603 -0.60
H 0.41913 -1.39738 -1.98373 0.36
H 1.25912 -1.56715 -3.24482 0.34
O 2.37332 -0.07908 2.14189 -0.56
H 3.25985 -0.20284 2.49505 0.26
H 2.11474 0.81372 2.39390 0.28
O 0.06644 -0.29264 -0.53995 -0.54
H 0.20124 -0.85184 0.24156 0.34
H -0.56993 0.37709 -0.26510 0.18
O 0.89701 -2.29573 1.46261 -0.63
H 1.40841 -1.47410 1.61676 0.29
H 0.45882 -2.45919 2.30213 0.25
O 0.06359 3.41757 1.14386 -0.63
H -0.18703 2.96270 0.32786 0.40
H -0.24053 4.32165 1.02986 0.28
O -2.54640 -1.96613 0.64065 -0.64
H -2.10808 -1.34482 1.24973 0.36
H -3.45894 -1.97632 0.94637 0.32
O -2.77117 -0.20027 -1.63083 -0.62
H -2.45639 -0.63990 -0.82117 0.35
H -3.46412 0.38536 -1.31033 0.30
O 3.00634 -1.33533 -0.78894 -0.60
H 2.67204 -0.44137 -0.93329 0.35
H 2.46533 -1.68063 -0.07473 0.34
O -1.06491 2.32387 -1.37500 -0.61
H -1.24754 1.73716 -2.12065 0.29
H -1.62592 3.09135 -1.52400 0.25
```

***

The ΔE to the lowest compared entry with this formula, charge and spin results, record by record, are as follows: 84.1, 163.4, 35.5 kcal per mole.